1.
{
  "formula": "C2H2NO3S",
  "method": "wB97M-V/def2-TZVPD",
  "symbols": ["C", "C", "N", "O", "O", "O", "S", "H", "H"],
  "coordinates": [[0.5389, -1.0884, 0.8578], [0.3603, 0.3435, -0.4991], [-0.9822, 0.6670, -0.4698], [0.3984, -2.2074, 0.4543], [-1.7651, 0.1267, -1.2658], [-1.3967, 1.5564, 0.2607], [1.0364, -0.3036, 2.2094], [0.5802, -0.1604, -1.3693], [1.2297, 1.0661, -0.1781]],
  "forces_ev_per_angstrom": [[0.41, 0.31, -1.22], [2.75, -0.34, 2.60], [-1.30, 1.76, -0.99], [-0.30, 0.84, -0.14], [0.42, -0.86, 0.01], [0.25, 0.35, 1.01], [0.11, 0.08, 1.00], [0.34, -1.07, -1.87], [-2.67, -1.08, -0.40]],
  "charge": -1,
  "e_above_lowest_ev": 3.3584,
  "energy_ev": -20572.25715
}

***

2.
{
  "formula": "C19H18N4O4S",
  "method": "wB97M-V/def2-TZVPD",
  "symbols": ["C", "H", "H", "H", "C", "N", "C", "N", "N", "C", "C", "C", "C", "C", "C", "C", "O", "H", "H", "H", "H", "H", "S", "C", "H", "H", "C", "O", "N", "C", "C", "C", "C", "C", "C", "H", "O", "C", "O", "H", "H", "H", "H", "H", "H", "H"],
  "coordinates": [[-3.0558, -2.6348, -1.3644], [-3.3249, -2.9071, -2.3808], [-2.5203, -3.4661, -0.9097], [-3.9676, -2.4539, -0.7997], [-2.1763, -1.3876, -1.3914], [-1.7792, -1.0136, -0.0559], [-2.6565, -0.6164, 0.9183], [-2.0589, -0.5013, 2.0694], [-0.7759, -0.8156, 1.8781], [-0.5863, -1.1044, 0.6045], [0.7359, -1.3849, 0.0759], [1.1051, -1.0546, -1.2283], [2.3748, -1.3207, -1.6973], [3.3043, -1.9252, -0.8642], [2.9763, -2.2153, 0.4433], [1.7079, -1.9229, 0.9446], [1.4735, -2.1766, 2.2388], [0.6173, -1.7766, 2.5024], [3.6944, -2.6517, 1.1199], [4.2958, -2.1451, -1.2305], [2.6428, -1.0477, -2.7056], [0.4090, -0.5338, -1.8668], [-4.3035, -0.1186, 0.5891], [-4.0195, 1.6904, 0.7724], [-3.9616, 1.9299, 1.8325], [-4.8860, 2.1582, 0.3095], [-2.7542, 2.0096, -0.0054], [-2.7457, 2.0463, -1.2166], [-1.6592, 2.1607, 0.7867], [-0.3122, 2.1268, 0.3853], [0.0786, 2.3405, -0.9289], [1.4127, 2.2176, -1.3121], [2.3237, 1.8745, -0.3458], [1.9336, 1.6834, 0.9821], [0.6291, 1.8146, 1.3782], [0.3383, 1.6437, 2.4013], [3.0248, 1.3569, 1.7345], [4.1129, 1.3051, 0.8371], [3.6723, 1.6637, -0.4553], [4.5208, 0.2814, 0.8153], [4.8955, 2.0057, 1.1671], [1.7146, 2.3766, -2.3330], [-0.6635, 2.5884, -1.6680], [-1.7865, 2.0340, 1.7832], [-2.7190, -0.5451, -1.8322], [-1.2817, -1.5881, -1.9779]],
  "forces_ev_per_angstrom": [[0.20, 0.13, 0.01], [-0.07, -0.06, -0.09], [0.02, -0.07, 0.02], [-0.06, -0.04, -0.02], [-0.26, -0.29, -0.65], [0.38, 0.33, 0.86], [-0.46, -0.08, -0.11], [-0.85, 0.00, 0.31], [0.75, -0.24, -0.11], [-0.32, 0.06, 0.01], [0.27, -0.19, -0.07], [0.09, -0.10, 0.05], [-0.04, 0.01, -0.19], [-0.08, 0.03, 0.06], [-0.04, 0.00, 0.17], [-0.05, 0.05, -0.28], [0.10, -0.16, 0.16], [0.04, 0.11, -0.06], [0.08, -0.06, 0.08], [0.10, -0.03, -0.02], [0.03, 0.04, -0.10], [-0.07, 0.02, -0.03], [-0.02, 0.14, 0.16], [0.01, -0.39, -0.09], [-0.01, 0.06, -0.05], [0.09, 0.09, 0.01], [-0.17, 0.22, 0.37], [-0.03, -0.01, -0.31], [-0.06, 0.21, 0.39], [0.33, 0.03, -0.37], [-0.31, 0.05, -0.02], [0.54, -0.08, 0.30], [-0.32, 0.02, 0.37], [-0.05, 0.18, -0.58], [0.35, 0.07, -0.02], [-0.05, -0.07, 0.14], [-0.48, 0.08, 0.20], [1.21, -0.35, 0.25], [-0.28, 0.17, -0.33], [-0.18, 0.22, -0.02], [-0.24, -0.09, -0.08], [0.04, 0.02, -0.17], [-0.02, 0.01, 0.01], [-0.16, -0.05, -0.25], [0.18, -0.06, 0.03], [-0.11, 0.10, 0.08]],
  "charge": 0,
  "e_above_lowest_ev": 0.0856,
  "smiles": "CCn1c(SCC(=O)Nc2ccc3c(c2)OCO3)nnc1-c1ccccc1O",
  "energy_ev": -44981.07366
}

***

3.
{
  "formula": "C44H99N5O8",
  "method": "wB97M-V/def2-TZVPD",
  "symbols": ["C", "O", "C", "C", "N", "C", "C", "O", "C", "H", "H", "H", "H", "H", "H", "H", "H", "H", "H", "H", "H", "H", "H", "H", "C", "C", "C", "C", "C", "C", "N", "O", "C", "C", "C", "H", "H", "H", "H", "H", "H", "H", "H", "H", "H", "H", "H", "H", "H", "H", "H", "H", "H", "H", "C", "C", "C", "C", "C", "C", "N", "O", "C", "C", "C", "H", "H", "H", "H", "H", "H", "H", "H", "H", "H", "H", "H", "H", "H", "H", "H", "H", "H", "H", "C", "C", "C", "C", "C", "C", "N", "O", "C", "C", "C", "H", "H", "H", "H", "H", "H", "H", "H", "H", "H", "H", "H", "H", "H", "H", "H", "H", "H", "H", "C", "C", "C", "C", "C", "C", "N", "O", "C", "C", "C", "H", "H", "H", "H", "H", "H", "H", "H", "H", "H", "H", "H", "H", "H", "H", "H", "H", "H", "H", "C", "O", "H", "H", "H", "H", "C", "O", "H", "H", "H", "H"],
  "coordinates": [[-5.7922, -5.2756, -1.2518], [-5.1151, -4.3077, -0.3617], [-4.6266, -4.8967, 0.9009], [-3.7383, -3.9176, 1.7127], [-4.4409, -2.7585, 2.3195], [-3.6935, -1.8352, 3.0008], [-3.0168, -0.8464, 2.0856], [-2.4419, 0.0003, 3.1720], [-1.5165, 0.9050, 2.7427], [-6.8033, -5.3157, -0.8465], [-5.2477, -6.2187, -1.2067], [-5.6471, -4.9177, -2.2711], [-3.9936, -5.7111, 0.5484], [-5.3649, -5.3928, 1.5309], [-2.9518, -3.6834, 0.9954], [-3.3478, -4.5230, 2.5307], [-5.2516, -2.4423, 1.8069], [-3.0454, -2.1759, 3.8083], [-4.3826, -1.1634, 3.5125], [-3.7014, -0.3529, 1.3957], [-2.2585, -1.3452, 1.4820], [-2.0326, 1.8185, 2.4475], [-0.8543, 0.6223, 1.9243], [-0.8379, 1.1930, 3.5456], [-1.8536, -3.5214, -1.1260], [-2.5475, -2.3119, -1.8555], [-2.3642, -2.6610, -3.3620], [-3.1784, -1.8341, -4.2753], [-4.6557, -1.9291, -3.9262], [-4.9277, -1.5931, -2.3115], [-3.9880, -2.3352, -1.4367], [-4.2482, -2.2099, -0.0392], [-4.8242, -0.0676, -2.1014], [-6.3633, -2.1599, -1.9471], [-1.7684, -1.0298, -1.3787], [-2.2766, -4.4895, -1.3940], [-1.8254, -3.4018, -0.0430], [-0.8228, -3.6189, -1.4667], [-1.2975, -2.4718, -3.4823], [-2.5009, -3.7298, -3.5267], [-2.9677, -2.1516, -5.2965], [-3.1043, -0.7468, -4.2552], [-5.1319, -2.8465, -4.2721], [-5.1577, -1.0445, -4.3181], [-4.0609, 0.5705, -2.5468], [-5.7834, 0.3169, -2.4480], [-4.5843, 0.2138, -1.0761], [-7.2066, -1.8108, -2.5430], [-6.3669, -3.1654, -2.3680], [-6.7007, -2.2845, -0.9182], [-0.6947, -1.0115, -1.5654], [-1.9016, -0.8757, -0.3079], [-2.1298, -0.1240, -1.8655], [-4.4955, -3.1108, 0.1820], [7.4671, -1.2414, -0.0854], [6.4295, -0.2115, 0.1309], [6.0351, 0.0403, -1.3934], [4.6711, 0.6721, -1.6076], [3.6302, -0.0976, -0.6968], [3.9710, -0.2897, 0.7486], [5.3687, -0.9196, 0.9040], [5.7490, -1.1700, 2.1786], [3.8784, 1.0658, 1.5183], [2.8847, -1.3131, 1.3735], [7.0951, 1.0755, 0.7200], [8.0570, -1.4555, 0.8058], [8.2329, -0.7574, -0.6915], [7.3552, -2.2057, -0.5811], [6.9090, 0.5766, -1.7631], [6.0836, -0.9512, -1.8437], [4.2503, 0.5389, -2.6042], [4.5098, 1.7304, -1.4025], [3.5970, -0.9851, -1.3287], [2.7641, 0.5631, -0.7350], [4.4483, 1.7892, 0.9352], [2.9419, 1.6141, 1.4160], [4.0021, 1.1313, 2.5993], [3.1433, -1.4007, 2.4287], [1.8448, -0.9866, 1.3876], [2.9546, -2.3066, 0.9305], [7.1875, 0.9778, 1.8016], [6.4392, 1.9402, 0.8202], [8.1204, 1.2531, 0.3954], [5.6177, -2.1165, 2.2714], [2.7992, 2.4515, -3.8989], [1.4649, 2.4443, -3.1246], [0.7891, 3.7881, -3.6468], [-0.6931, 3.8790, -3.7435], [-1.0961, 2.6207, -4.4858], [-0.7562, 1.1976, -3.8038], [0.7342, 1.2666, -3.5111], [1.2635, 0.1292, -2.9736], [-1.5668, 1.0463, -2.4985], [-1.0775, 0.0255, -4.7199], [1.6682, 2.5246, -1.5292], [3.3185, 3.3510, -3.5685], [2.6943, 2.6016, -4.9734], [3.4203, 1.5577, -3.8397], [0.7951, 4.5860, -2.9042], [1.4104, 4.2927, -4.3867], [-1.1029, 4.7458, -4.2621], [-1.1512, 3.8298, -2.7557], [-0.5068, 2.8390, -5.3764], [-2.1155, 2.6558, -4.8701], [-1.4517, 1.8848, -1.8117], [-2.5836, 0.8889, -2.8582], [-1.4970, 0.1379, -1.9000], [-0.3396, -0.1605, -5.5002], [-1.0644, -0.9030, -4.1491], [-2.0160, 0.0914, -5.2703], [2.3846, 1.7601, -1.2287], [0.7038, 2.4944, -1.0221], [2.1142, 3.4113, -1.0787], [1.7758, -0.2524, -3.6902], [1.1777, 2.2039, 6.3896], [1.7785, 2.7363, 5.0363], [3.2083, 2.0650, 4.8105], [3.2059, 0.5609, 4.4556], [2.3792, 0.3024, 3.2842], [0.9072, 0.8469, 3.4368], [0.8930, 2.3159, 3.9019], [-0.3820, 2.7654, 3.9831], [0.3795, 0.9086, 1.9826], [-0.0079, -0.0985, 4.3157], [2.0242, 4.2338, 5.0909], [2.0602, 2.2340, 7.0287], [0.4145, 2.8066, 6.8821], [0.8060, 1.1828, 6.4747], [3.7714, 2.7388, 4.1648], [3.8675, 2.1786, 5.6710], [4.2411, 0.2888, 4.2496], [2.8349, -0.0206, 5.2996], [2.4137, -0.7684, 3.0835], [2.8943, 0.8340, 2.4842], [1.1196, 1.4702, 1.4125], [-0.6172, 1.3252, 1.8372], [0.4514, 0.0060, 1.3758], [-0.3594, -0.8394, 3.5977], [-0.9328, 0.2547, 4.7717], [0.6142, -0.6429, 5.0261], [1.0457, 4.6545, 5.3224], [2.6511, 4.5564, 5.9222], [2.3092, 4.6651, 4.1313], [-0.5891, 3.1402, 3.1239], [-1.9147, 2.3055, -0.0852], [-0.5282, 2.7634, -0.0204], [-1.9339, 1.5549, -0.8754], [-2.1215, 1.8625, 0.8890], [-2.6813, 3.0675, -0.2255], [-0.1226, 1.8939, 0.0132], [0.0799, -0.3204, -0.0655], [0.1858, 1.0326, -0.4635], [-0.7340, -0.3182, 0.6595], [-0.2793, -0.9366, -0.8897], [0.9969, -0.6569, 0.4182], [0.3672, 1.0762, -1.4052]],
  "forces_ev_per_angstrom": [[1.44, 0.98, 1.57], [-1.05, -3.05, 0.87], [0.26, -0.60, -0.72], [-1.17, -0.19, 0.29], [-1.36, -4.54, -0.61], [-0.71, 2.57, 0.10], [1.51, 0.63, 2.76], [-2.60, -1.63, -0.86], [-7.80, -1.65, 3.16], [-0.15, -0.43, -0.75], [-0.26, -0.27, 0.28], [-0.50, 0.16, 0.24], [0.45, -0.13, 0.31], [-0.70, 0.46, -0.14], [0.09, 0.29, 0.87], [0.24, -0.08, 0.00], [0.40, 0.21, 0.23], [0.27, -0.51, -0.42], [-0.27, -0.17, 0.46], [-0.05, 0.33, 0.29], [0.48, 0.20, 0.13], [-0.01, 0.51, -0.07], [-7.17, -8.12, 1.48], [-2.71, -0.30, -1.47], [0.20, 0.40, -0.40], [0.12, -1.42, 1.99], [0.68, 0.86, 1.83], [-2.08, 0.41, -0.41], [-0.62, 0.58, 2.32], [0.19, -0.79, 0.04], [0.61, -0.32, -2.07], [1.44, 2.85, -2.38], [-0.59, 0.36, 0.10], [0.24, -0.72, -1.49], [-6.26, -7.11, 0.41], [-0.53, 0.06, 0.15], [0.15, 0.07, -0.37], [0.29, 0.33, -0.02], [0.14, -0.31, -0.34], [-0.35, 0.00, 0.03], [-0.25, 0.17, -0.26], [0.87, -0.63, 0.47], [-0.17, -0.04, 0.35], [-0.28, -0.36, -0.69], [-0.25, -0.90, -0.98], [-0.04, 0.52, 0.41], [-0.87, -0.42, 0.54], [0.16, 1.16, 0.04], [0.32, -0.14, 0.36], [0.58, 0.58, 0.07], [-4.20, -1.81, -5.98], [-0.58, -0.69, -0.67], [-9.61, -6.51, 1.85], [-0.28, 0.75, -1.00], [3.76, -0.35, 0.60], [-0.55, -0.17, -1.22], [-0.42, 0.25, 1.31], [-0.93, -0.26, 1.20], [1.53, 1.04, -1.66], [-0.35, -1.11, 2.54], [-2.44, 1.58, -3.73], [0.22, 0.20, 1.91], [2.41, 2.25, -3.71], [2.41, -0.73, -0.81], [-0.96, -0.65, 1.84], [-0.24, -0.10, 0.48], [0.26, 0.05, -0.30], [-1.23, 0.16, 0.05], [-0.29, 0.30, -0.32], [-0.40, 0.05, -0.27], [0.57, -0.12, -0.05], [0.92, 0.26, 0.06], [-0.98, -0.69, 0.94], [-0.19, -1.53, 0.13], [1.10, -0.02, 0.20], [-0.27, -0.18, -1.05], [3.13, 0.29, -1.18], [1.01, -1.45, -1.52], [1.25, -0.23, 0.15], [0.11, 0.06, -0.56], [0.38, -0.84, 0.34], [0.15, 0.28, -1.34], [-0.37, 0.20, -0.54], [0.13, -0.14, 0.15], [0.29, 0.29, 0.00], [0.56, 2.23, 0.46], [0.61, 1.62, 2.14], [-1.58, -2.37, -0.20], [-0.06, -0.70, -0.97], [0.86, 2.15, 0.38], [-2.39, 1.25, -2.00], [0.31, -1.48, 0.82], [2.10, 5.85, -5.56], [1.21, -0.22, -0.63], [1.21, 1.05, -1.77], [0.57, -0.25, 0.22], [-0.66, -0.03, -0.08], [-0.08, 0.21, 0.53], [1.57, -0.25, 1.01], [-0.53, -0.64, -0.87], [0.37, 0.12, 0.00], [0.14, 0.39, 0.31], [0.19, -1.21, -0.63], [-0.38, -0.39, 0.45], [0.48, 0.41, -3.32], [-0.12, 1.00, 0.01], [9.85, 6.39, -2.43], [0.42, 0.51, -0.08], [-0.03, 0.48, -0.13], [0.22, 0.50, 0.33], [-0.83, 0.46, -0.30], [1.77, 1.66, -1.47], [0.19, 0.68, -0.93], [0.16, -0.35, 0.00], [1.18, 0.53, 0.56], [-0.02, -2.42, 0.24], [-0.62, 0.12, 0.52], [0.40, 1.45, 1.45], [-3.63, 0.26, 2.10], [0.43, 0.54, 0.22], [4.06, -1.07, -1.23], [-0.88, 2.05, 1.86], [10.54, 3.62, -0.30], [1.98, -1.44, 0.12], [-1.81, 0.22, 0.13], [-0.14, 0.00, 0.61], [-0.02, 0.41, -0.44], [0.17, -0.06, -0.80], [-0.24, -0.40, -1.08], [-0.59, 0.08, 0.78], [0.21, -0.38, 0.20], [0.30, 0.05, 0.35], [-1.71, 1.82, 1.74], [-4.23, -1.98, 2.35], [0.96, 0.44, 0.32], [6.47, 8.15, -3.14], [-0.11, 1.14, 3.64], [0.06, -0.31, 0.24], [0.69, 0.03, 0.62], [0.05, 0.09, 0.34], [-0.13, 0.39, -0.06], [0.35, -0.31, -0.20], [0.36, -0.22, 0.07], [0.15, 0.33, -0.23], [0.64, 0.36, 2.31], [-6.51, 8.76, 1.43], [-1.67, 0.35, 2.98], [-0.59, 0.04, -0.72], [0.37, 0.35, -0.39], [-0.32, 2.08, 2.66], [1.77, -0.56, 0.21], [3.18, -13.39, -3.45], [-0.15, -0.96, -0.75], [5.53, 1.02, 5.81], [-0.39, -0.25, -1.73], [0.09, -0.30, -0.10]],
  "charge": 0,
  "energy_ev": -71015.45264
}